Entry 1:
DFT (ωB97M-V/def2-TZVPD) results for 18 unconnected molecules or ions with the total composition C18H36Cl36.

Geometry as XYZ:
```
90
Properties=species:S:1:pos:R:3:forces:R:3:lowdin_charge:R:1
C 1.317 -1.123 5.758 0.57 0.61 0.35 -1.0276
Cl 0.384 -0.882 7.268 -0.03 -0.26 -0.66 0.4899
Cl 2.586 -2.345 5.976 -0.17 -0.08 -0.13 0.4825
H 0.718 -1.379 4.884 -0.23 -0.08 0.47 0.0028
H 1.835 -0.179 5.595 -0.15 -0.18 -0.12 -0.0153
C 3.648 1.684 2.819 0.13 0.36 -0.74 -0.9651
Cl 2.228 2.618 3.443 0.68 -0.86 0.03 0.4929
Cl 3.915 0.023 3.405 -0.44 0.61 0.24 0.5552
H 3.523 1.611 1.739 -0.14 0.00 0.18 -0.0113
H 4.549 2.267 3.010 -0.25 -0.13 0.28 0.0304
C -0.764 4.940 2.656 0.57 0.51 -0.46 -1.0346
Cl -1.594 3.761 1.651 0.11 -0.47 -0.11 0.4990
Cl -1.842 6.317 2.974 0.30 -0.25 0.33 0.5080
H -0.338 4.470 3.542 -0.67 0.13 0.17 0.0209
H 0.074 5.318 2.071 -0.24 0.02 0.04 -0.0438
C -3.494 -0.583 -4.674 -0.31 -0.11 -0.97 -0.9972
Cl -4.925 -0.426 -3.596 0.91 0.02 -0.50 0.4848
Cl -2.386 -1.890 -4.209 -0.13 0.37 0.17 0.4925
H -3.809 -0.831 -5.687 -0.53 -0.28 0.33 0.0223
H -2.973 0.359 -4.847 0.08 0.00 0.99 0.0252
C -0.797 -6.615 -1.178 -0.55 -0.80 -0.55 -1.0002
Cl -0.904 -5.242 -2.267 0.19 0.32 -0.14 0.4932
Cl -0.919 -8.173 -2.170 0.23 1.03 0.95 0.4378
H 0.136 -6.587 -0.617 -0.13 -0.18 -0.26 -0.0326
H -1.674 -6.540 -0.536 0.32 -0.42 -0.10 -0.0267
C -7.383 0.342 0.033 0.61 -0.19 0.67 -0.9507
Cl -7.052 -1.352 -0.421 -0.48 0.42 -0.23 0.4824
Cl -5.885 0.974 0.788 -0.27 0.23 -0.51 0.4611
H -7.656 0.976 -0.810 0.17 -0.39 -0.01 0.0321
H -8.145 0.366 0.812 0.07 -0.12 -0.26 0.0293
C 3.693 5.769 1.600 0.49 0.56 -0.55 -0.9491
Cl 2.341 5.023 0.700 0.22 0.40 0.41 0.5224
Cl 3.914 7.536 1.212 -0.30 -1.05 0.26 0.4803
H 3.578 5.664 2.679 -0.30 0.02 -0.29 0.0262
H 4.597 5.274 1.245 -0.18 0.09 0.13 -0.0166
C -4.354 2.606 3.312 -0.12 1.17 0.06 -1.0606
Cl -3.515 3.370 4.659 0.41 0.00 0.55 0.5017
Cl -6.086 2.431 3.754 0.65 -0.38 -0.19 0.4615
H -4.291 3.369 2.535 -0.23 -0.47 -0.20 -0.0153
H -3.778 1.717 3.054 -0.75 -0.26 0.06 -0.0214
C -0.687 -5.214 2.747 -0.44 -0.77 0.65 -0.9706
Cl 0.638 -6.285 2.266 -0.20 0.17 -0.36 0.5266
Cl -1.848 -4.733 1.462 0.76 0.09 0.20 0.5637
H -1.292 -5.821 3.421 0.13 0.30 0.03 0.0216
H -0.254 -4.368 3.281 -0.21 0.13 -0.46 0.0204
C -4.634 3.884 -2.210 -0.15 0.85 0.66 -0.9617
Cl -3.902 4.351 -3.769 -0.30 -0.35 0.34 0.5251
Cl -3.800 4.718 -0.849 -0.09 -0.54 -0.39 0.4654
H -5.644 4.289 -2.148 0.13 -0.23 -0.42 0.0201
H -4.639 2.806 -2.049 0.33 0.20 -0.18 0.0162
C 4.026 3.763 -2.191 -0.35 0.14 0.10 -0.9809
Cl 5.007 3.274 -0.762 -0.05 0.16 -0.64 0.4809
Cl 4.920 4.715 -3.422 -0.33 -0.59 0.69 0.5016
H 3.597 2.862 -2.629 0.43 0.07 -0.12 0.0163
H 3.198 4.361 -1.810 0.34 0.12 -0.09 -0.0265
C 2.876 -5.813 -2.649 -0.69 -1.03 0.47 -0.9413
Cl 2.577 -4.160 -2.175 0.27 0.25 0.28 0.4909
Cl 3.035 -6.931 -1.170 0.11 0.94 -1.28 0.4491
H 1.977 -6.146 -3.168 0.15 -0.11 0.16 0.0043
H 3.728 -5.893 -3.325 0.12 -0.03 0.57 0.0363
C 3.985 -3.225 1.540 0.05 -0.36 0.31 -0.9712
Cl 4.747 -4.589 2.467 -0.60 0.83 -0.37 0.4791
Cl 2.177 -3.283 1.537 0.92 0.01 -0.13 0.4577
H 4.256 -2.267 1.983 0.03 -0.38 0.04 -0.0538
H 4.394 -3.310 0.534 -0.50 0.01 0.08 -0.0048
C -0.451 3.134 -3.920 -0.88 0.02 -0.35 -1.0165
Cl -0.347 3.296 -2.168 0.25 -0.03 0.00 0.4938
Cl 0.531 4.387 -4.790 -0.64 -1.12 0.50 0.4836
H -0.292 2.103 -4.238 1.21 0.21 0.11 -0.0010
H -1.514 3.221 -4.147 0.19 0.90 -0.13 -0.0449
C 5.016 -0.713 -1.556 -0.04 0.67 0.35 -0.9795
Cl 3.485 -0.079 -0.992 -1.26 0.01 -0.20 0.4875
Cl 6.019 -0.781 -0.086 0.59 -0.35 -0.50 0.5147
H 4.868 -1.683 -2.029 0.20 0.11 0.24 0.0172
H 5.372 0.058 -2.239 0.45 -0.44 0.09 0.0273
C -3.118 -1.769 2.762 0.71 -0.22 -0.06 -0.9926
Cl -4.784 -1.442 3.297 0.92 -0.05 -0.11 0.5235
Cl -1.874 -0.523 3.274 -0.94 -0.68 -0.10 0.4664
H -2.733 -2.722 3.125 -0.45 0.28 0.55 -0.0226
H -3.077 -1.889 1.679 -0.21 0.68 0.08 -0.0239
C 1.563 -1.176 -5.038 0.91 0.01 0.32 -0.9387
Cl 3.068 -2.153 -4.917 -0.34 0.28 -0.20 0.4592
Cl 1.990 0.465 -5.754 -0.85 -1.40 0.59 0.4645
H 0.842 -1.786 -5.582 0.18 0.66 -0.53 0.0279
H 1.205 -1.095 -4.012 0.16 0.54 -0.26 -0.0600
C -0.427 -0.091 -0.240 -0.15 -0.22 0.18 -0.9642
Cl -2.168 0.157 0.065 0.27 -0.10 -0.45 0.5009
Cl -0.072 -0.279 -1.972 -0.07 0.34 0.19 0.5043
H 0.069 0.768 0.212 0.15 -0.11 -0.43 0.0260
H -0.080 -1.030 0.190 -0.30 0.24 0.27 0.0162
```
Forces are in eV/Å.

Its charge is 0. As for the energy: -17274.27182 a.u. Its LUMO energy is 0.2 eV. The HOMO energy comes out at -0.3829 hartree. The calculation puts the orbital gap at 10.591 eV.

Entry 2:
DFT (ωB97M-V/def2-TZVPD) results for a gas-phase ion, C4H7BrN (charge +1).

Geometry as XYZ:
```
13
Properties=species:S:1:pos:R:3:forces:R:3:lowdin_charge:R:1
C 1.379 -1.219 1.422 -1.72 3.00 14.05 0.1241
C -0.990 0.122 0.416 0.65 0.25 -0.86 -0.1007
C 1.370 -0.736 0.155 -0.08 -0.35 -2.53 -0.2012
C 0.427 0.461 -0.061 -1.26 2.44 -1.57 -0.2242
N 1.138 -0.935 2.796 1.45 -1.91 -13.45 -0.4741
Br 1.656 -1.541 4.300 0.67 -0.91 2.42 0.9559
H -1.062 -0.936 0.127 -1.00 0.19 0.55 0.0824
H -0.970 0.325 1.506 -0.82 -0.47 -0.70 0.0827
H -1.724 0.732 -0.166 0.42 -0.55 0.92 0.1046
H 2.311 -0.348 -0.178 1.23 -0.27 0.05 0.1542
H 1.124 -1.664 -0.393 -0.18 0.52 -0.79 0.1700
H 0.744 1.339 0.584 0.31 -0.98 -1.17 0.1382
H 0.434 0.773 -1.244 0.33 -0.95 3.06 0.1881
```
Forces are in eV/Å.

Its charge is +1. As for the energy: -2784.91014 a.u. The SMILES is CCCC#[N+]Br. Its LUMO energy is -7.0 eV. The HOMO energy comes out at -0.5553 hartree. The calculation puts the orbital gap at 8.115 eV.

Entry 3:
DFT (ωB97M-V/def2-TZVPD) results for a molecular structure, AgFH8O4.

Geometry as XYZ:
```
14
Properties=species:S:1:pos:R:3:forces:R:3:lowdin_charge:R:1
Ag -0.920 0.481 2.270 -0.28 0.20 0.32 0.8654
F 0.073 0.110 0.228 0.54 0.02 -1.16 -0.5091
O -0.423 -2.544 -0.622 -0.52 -0.86 0.12 0.3022
H 0.484 -2.851 -0.635 0.84 -0.80 -0.31 0.1048
H -0.361 -1.627 -0.354 -0.17 1.85 0.42 0.0327
O 0.803 1.707 -1.949 -0.53 2.04 -1.43 0.5711
H 1.544 1.205 -2.289 1.69 -0.68 -1.13 0.1778
H 0.518 1.220 -1.175 -1.33 -1.65 3.17 0.0833
O 2.183 -1.177 1.069 0.51 -0.89 0.78 0.2230
H 1.452 -0.674 0.708 -1.53 1.31 -0.42 -0.0174
H 2.548 -1.643 0.317 0.88 -0.55 -0.39 0.0995
O -2.372 1.814 1.076 0.34 -0.14 -0.05 -0.0671
H -3.212 2.243 1.235 -0.42 0.21 0.38 0.0820
H -2.317 1.738 0.123 -0.03 -0.06 -0.28 0.0517
```
Forces are in eV/Å.

Its charge is +2. As for the energy: -551.63342 a.u. Its LUMO energy (spin up / spin down) is -8.3 / -15.2 eV. The HOMO energy (spin up / spin down) comes out at -0.7019 / -0.6992 hartree. The calculation puts the orbital gap (spin up / spin down) at 10.787 / 3.787 eV. Its spin multiplicity is 3. The expectation value of S² is 2.012.

Entry 4:
DFT (ωB97M-V/def2-TZVPD) results for C5H8FNS in the gas phase.

Geometry as XYZ:
```
16
Properties=species:S:1:pos:R:3:forces:R:3:lowdin_charge:R:1
C -0.453 -0.319 -0.510 -2.48 -2.80 -2.97 -0.8315
C -1.052 -0.829 0.690 -2.58 -0.55 2.71 -0.1189
C -0.975 0.687 0.399 -1.01 -1.27 0.85 -0.2741
C 1.307 0.601 0.588 1.79 -1.44 -0.04 -0.1473
C 0.943 -0.350 -0.624 4.09 2.57 -1.03 -0.1944
H -0.522 -0.370 -3.061 -2.26 -1.07 2.65 0.0165
H -2.073 -1.172 0.603 -0.27 -0.15 -0.65 0.0796
H -0.721 -1.428 1.566 1.02 1.09 -0.71 0.1358
H -1.889 1.134 0.018 0.23 0.58 0.68 0.1418
H 0.157 1.253 2.129 -0.88 0.43 -3.47 0.1830
H 2.011 1.376 0.343 0.82 -0.18 -0.47 0.1064
H 1.805 -0.093 1.374 -1.01 1.18 -0.91 0.1428
H 1.585 -1.266 -0.661 -1.08 0.66 -0.05 0.1678
N 0.110 1.327 1.002 1.11 0.60 4.04 -0.0292
F 1.236 0.338 -1.959 0.11 -0.86 2.24 -0.1465
S -1.470 -0.888 -1.897 2.39 1.20 -2.87 0.7683
```
Forces are in eV/Å.

Its charge is 0. As for the energy: -748.00522 a.u. The SMILES is F[C@H]1CN[C@@H]2C[C@]12S. Its LUMO energy is 0.8 eV. The HOMO energy comes out at -0.3311 hartree. The calculation puts the orbital gap at 9.770 eV.

Entry 5:
DFT (ωB97M-V/def2-TZVPD) results for C20H20N2 in the gas phase.

Geometry as XYZ:
```
42
Properties=species:S:1:pos:R:3:forces:R:3:lowdin_charge:R:1
N -2.268 1.193 2.150 -0.06 -0.51 -1.02 0.1157
C -2.264 2.417 2.585 0.85 -0.01 0.23 -0.1955
C -1.056 1.008 1.483 0.14 0.51 0.68 -0.2942
C -0.130 -0.179 -0.511 -1.17 -0.54 4.75 -0.1244
C -0.277 2.121 1.628 0.47 0.38 0.41 -0.0463
C -0.615 -0.217 0.824 0.74 -0.24 -3.23 -0.0889
C -0.136 3.317 -2.920 1.52 -0.20 -0.05 -0.0983
C 1.411 -3.647 -2.347 -0.59 0.24 -0.26 -0.0917
C -1.240 2.881 -2.247 -1.17 -0.04 0.03 -0.0914
C 1.055 2.573 -2.784 -0.67 -1.20 0.37 -0.0609
C 2.057 -3.118 -1.252 0.35 0.31 0.57 -0.0882
C 0.240 -3.033 -2.839 0.40 -0.31 -0.03 -0.0675
C -1.273 1.697 -1.506 -1.01 1.79 -0.25 -0.0303
C 1.047 1.377 -2.025 0.10 0.74 -0.23 0.0006
C 1.554 -1.985 -0.607 0.15 0.04 -0.16 -0.0363
C -0.231 -1.873 -2.250 0.49 -0.52 0.48 -0.0114
C -0.128 0.979 -1.367 0.72 0.44 -0.16 -0.2396
C 0.407 -1.373 -1.105 0.53 -1.01 -0.68 -0.2316
N -1.052 3.016 2.342 -0.08 1.04 0.34 0.0485
C 1.167 -1.155 3.159 0.18 -0.50 0.60 -0.1019
C -0.808 -1.499 1.603 -0.33 0.55 0.33 -0.1431
C -0.310 -1.456 3.050 0.15 0.39 -0.17 -0.2532
H -3.087 2.894 3.108 0.32 0.00 -0.06 0.1168
H 0.788 2.294 1.374 -1.12 0.00 0.10 0.1436
H -0.169 4.229 -3.526 0.08 -0.38 0.28 0.1052
H 1.846 -4.522 -2.805 -0.22 -0.12 -0.22 0.0957
H -2.128 3.490 -2.326 -0.30 -0.06 0.06 0.0995
H 1.941 2.862 -3.314 0.35 0.16 -0.07 0.0888
H 2.977 -3.573 -0.884 -0.24 0.05 -0.11 0.1049
H -0.307 -3.460 -3.677 0.24 0.03 0.07 0.1018
H -2.193 1.450 -0.973 0.34 -0.19 -0.18 0.1296
H 1.934 0.735 -1.858 -0.43 0.69 -0.41 0.1262
H 2.072 -1.534 0.254 -0.33 -0.33 -0.47 0.1172
H -1.112 -1.366 -2.613 -0.07 -0.01 -0.12 0.1216
H -0.771 3.936 2.712 -0.22 -0.95 -0.57 0.1569
H 1.580 -1.406 4.152 -0.34 0.28 -0.24 0.0783
H 1.319 -0.101 2.976 0.49 0.23 -0.29 0.0618
H 1.707 -1.802 2.474 0.28 0.25 -0.33 0.0587
H -0.321 -2.336 1.129 0.00 -0.23 -0.41 0.1015
H -1.892 -1.682 1.625 0.16 -0.09 -0.04 0.1276
H -0.857 -0.731 3.644 -0.31 0.07 0.05 0.0995
H -0.474 -2.426 3.465 -0.39 -0.74 0.43 0.0948
```
Forces are in eV/Å.

Its charge is 0. As for the energy: -883.61455 a.u. The SMILES is CCCC(=C(c1ccccc1)c1ccccc1)c1c[nH]cn1. Its LUMO energy is 0.7 eV. The HOMO energy comes out at -0.2804 hartree. The calculation puts the orbital gap at 8.376 eV.

Entry 6:
DFT (ωB97M-V/def2-TZVPD) results for a molecular structure, C42H46BN5O2S4W.

Geometry as XYZ:
```
101
Properties=species:S:1:pos:R:3:forces:R:3:lowdin_charge:R:1
W -0.321 -0.101 -0.429 -0.46 1.61 2.14 0.9840
O -3.976 -2.182 -6.036 -0.05 -0.14 0.02 -0.0181
C -3.558 -1.023 -5.911 -0.03 0.01 -0.01 -0.6901
O -3.589 -0.030 -6.649 0.01 0.13 -0.07 -0.0135
C -2.835 -0.771 -4.562 0.11 0.05 0.13 -0.0506
C -2.244 0.453 -4.283 -0.06 0.00 0.00 0.0810
C -1.550 0.626 -3.104 0.16 0.05 0.02 -0.1734
N -1.420 -0.376 -2.214 0.14 0.01 -0.56 -0.0437
C -2.018 -1.562 -2.460 0.03 -0.07 0.14 -0.1802
C -2.730 -1.783 -3.617 -0.03 0.02 0.02 0.0774
C -1.813 -2.557 -1.396 -0.02 0.02 -0.02 -0.1910
C -2.282 -3.857 -1.478 0.01 -0.01 0.02 0.0252
C -2.006 -4.749 -0.458 0.00 0.02 0.01 -0.0254
C -1.263 -4.309 0.625 -0.04 0.06 -0.01 -0.0280
C -0.835 -2.997 0.653 -0.04 0.05 0.09 -0.1416
N -1.101 -2.119 -0.327 -0.18 -0.08 -0.39 -0.0338
C -0.849 1.861 -2.712 -0.02 -0.06 0.02 -0.2017
C -1.003 3.050 -3.396 0.04 0.00 0.01 0.0218
C -0.302 4.169 -2.977 0.00 0.01 0.00 -0.0254
C 0.548 4.050 -1.896 -0.04 -0.08 -0.02 -0.0315
C 0.646 2.830 -1.248 0.02 -0.04 0.08 -0.1847
N -0.047 1.751 -1.626 -0.21 -0.46 -0.35 -0.0736
H -2.342 1.230 -5.029 0.00 0.00 -0.04 0.1236
H -3.214 -2.722 -3.849 0.01 -0.02 -0.03 0.1219
H -2.852 -4.160 -2.344 0.01 -0.02 0.00 0.1222
H -2.362 -5.769 -0.511 0.00 -0.01 0.00 0.1195
H -1.011 -4.959 1.451 -0.01 0.00 0.01 0.1251
H -0.271 -2.621 1.493 0.02 -0.01 0.01 0.0798
H -1.678 3.096 -4.237 0.00 0.02 -0.02 0.1217
H -0.424 5.114 -3.487 0.00 0.00 -0.01 0.1191
H 1.118 4.886 -1.522 0.02 0.01 0.01 0.1207
H 1.293 2.725 -0.392 -0.07 0.05 0.05 0.0357
S -2.234 0.998 0.469 0.67 -0.90 -0.17 0.1358
S -1.852 3.017 0.761 -0.31 0.15 -0.42 -0.1167
S -0.505 3.259 2.168 0.46 -0.19 0.01 0.0228
S 1.281 0.797 1.078 -0.60 -0.09 -0.49 0.6442
C 1.689 -1.961 -1.627 -0.17 -0.08 0.09 -0.0481
C 2.139 -2.847 -0.460 -0.05 0.00 -0.02 -0.3600
C 2.262 -4.296 -0.939 0.00 -0.01 0.05 -0.0430
C 3.410 -2.330 0.175 -0.04 0.01 -0.05 -0.1247
C 4.591 -2.471 -0.546 0.00 0.00 0.02 -0.0358
C 5.791 -2.027 -0.033 -0.01 0.03 0.00 -0.0590
C 5.801 -1.412 1.205 -0.03 0.10 -0.06 -0.0283
C 4.643 -1.229 1.957 0.06 -0.05 0.03 -0.1109
C 4.834 -0.483 3.270 -0.02 0.01 0.02 -0.3517
C 4.051 0.825 3.337 0.06 0.00 -0.08 -0.0571
C 4.618 -1.343 4.517 -0.05 0.06 -0.01 -0.0459
C 3.431 -1.723 1.439 0.03 -0.05 0.03 -0.0979
N 2.211 -1.641 2.209 0.00 -0.11 -0.07 0.0414
B 1.157 -0.652 2.186 0.26 -0.27 0.21 -0.9424
N 0.247 -1.047 3.235 -0.10 0.00 0.03 0.0431
C 0.752 -2.214 3.811 -0.11 -0.05 -0.17 -0.0572
C 1.896 -2.578 3.191 -0.04 0.11 -0.08 -0.0596
C -0.814 -0.289 3.862 -0.06 0.10 0.04 -0.1043
C -2.163 -0.641 3.709 0.06 -0.03 0.05 -0.1471
C -3.131 0.238 4.181 0.05 0.00 -0.06 -0.0365
C -2.783 1.408 4.828 0.05 -0.01 0.04 -0.0511
C -1.452 1.661 5.102 -0.04 -0.05 0.06 -0.0578
C -0.452 0.808 4.653 -0.05 -0.01 -0.01 -0.1558
C 0.965 1.012 5.142 0.04 0.03 -0.04 -0.3695
C 1.051 0.610 6.619 0.02 0.02 -0.02 -0.0441
C 1.481 2.432 4.932 0.06 0.01 -0.01 -0.0749
C -2.606 -2.011 3.240 -0.01 -0.04 0.00 -0.3733
C -3.150 -2.798 4.441 0.00 -0.02 -0.01 -0.0507
C -3.641 -2.003 2.119 0.02 -0.01 -0.04 -0.0639
H 0.911 -2.443 -2.220 -0.01 0.03 0.00 0.0861
H 2.522 -1.708 -2.285 -0.02 -0.01 -0.03 0.1026
H 1.331 -0.966 -1.275 0.41 0.14 -0.16 -0.0038
H 1.374 -2.828 0.308 0.03 0.01 -0.03 0.0804
H 2.871 -4.379 -1.840 0.03 0.01 -0.01 0.0807
H 1.273 -4.697 -1.173 -0.01 0.01 -0.03 0.0734
H 2.713 -4.922 -0.170 -0.01 -0.02 0.01 0.0915
H 4.567 -2.953 -1.515 -0.01 0.02 -0.03 0.1138
H 6.708 -2.143 -0.594 0.02 -0.02 0.00 0.1082
H 6.735 -1.032 1.600 0.02 -0.02 0.02 0.1130
H 5.889 -0.196 3.268 0.01 -0.07 0.02 0.1213
H 2.985 0.651 3.438 0.06 0.03 -0.03 0.0219
H 4.204 1.424 2.439 0.03 0.02 0.00 0.0908
H 4.379 1.409 4.198 -0.01 0.00 0.02 0.0860
H 3.560 -1.544 4.683 -0.02 -0.01 0.03 0.0558
H 4.995 -0.822 5.398 0.01 0.02 0.00 0.0823
H 5.144 -2.296 4.438 0.00 -0.01 0.00 0.0852
H 0.239 -2.706 4.620 -0.01 0.01 0.04 0.1313
H 2.522 -3.433 3.385 0.06 0.00 0.01 0.1340
H -4.177 -0.007 4.043 -0.01 0.00 0.01 0.1140
H -3.548 2.097 5.158 -0.01 0.02 0.01 0.1099
H -1.182 2.538 5.676 0.00 0.01 0.00 0.1149
H 1.614 0.329 4.595 -0.06 0.01 0.05 0.0905
H 0.421 1.256 7.233 -0.01 0.01 0.01 0.0819
H 2.078 0.694 6.978 0.02 0.01 0.00 0.0791
H 0.721 -0.420 6.767 -0.01 -0.01 0.00 0.0795
H 0.922 3.152 5.531 -0.03 0.01 -0.01 0.0803
H 1.405 2.731 3.886 0.04 -0.02 0.02 0.0167
H 2.528 2.499 5.233 -0.01 0.01 0.03 0.0721
H -1.725 -2.547 2.901 0.06 -0.04 -0.07 0.0851
H -4.078 -2.355 4.804 0.00 0.01 0.02 0.0824
H -2.438 -2.804 5.268 0.01 0.01 0.01 0.0799
H -3.359 -3.832 4.158 -0.01 0.00 -0.01 0.0786
H -4.548 -1.481 2.424 -0.01 0.00 0.01 0.0819
H -3.919 -3.028 1.862 -0.01 0.00 -0.01 0.0806
H -3.272 -1.509 1.221 0.02 0.05 -0.01 0.0251
```
Forces are in eV/Å.

Its charge is 0. As for the energy: -3737.14128 a.u. Its LUMO energy (spin up / spin down) is -2.2 / -2.2 eV. The HOMO energy (spin up / spin down) comes out at -0.2421 / -0.2421 hartree. The calculation puts the orbital gap (spin up / spin down) at 4.404 / 4.375 eV.